DFT (wB97M-V/def2-TZVPD) results for a structure of composition C29H26Cl5IrN3O5 in a non-equilibrium geometry.

Structure (XYZ):
```
69
Properties=species:S:1:pos:R:3:forces:R:3:mulliken_spin:R:1
Ir 0.7977 -0.3163 0.8462 -0.8 1.1 0.1 2.35
N 1.6642 1.7947 1.4165 -0.1 -0.3 -0.1 0.13
C 0.7921 2.4879 2.3954 -0.1 -0.1 0.2 -0.01
C 0.8547 1.8043 3.7652 0.1 -0.5 0.0 0.01
C 0.9229 0.2932 3.5721 -0.1 0.9 -0.1 0.02
O 1.8865 -0.3479 4.0083 0.0 0.1 0.4 0.03
O 0.0048 -0.2177 2.8207 0.1 -0.4 -0.2 0.12
H 2.6230 1.7863 1.7505 0.1 0.0 -0.1 0.00
H 1.6467 2.2787 0.5242 0.1 0.1 0.0 0.00
H -0.2225 2.4697 1.9969 0.2 -0.1 0.1 0.01
H 1.0983 3.5286 2.5142 0.0 0.0 -0.1 0.00
H -0.0400 2.0485 4.3374 0.0 0.1 0.0 0.00
H 1.7320 2.1069 4.3339 0.0 0.1 0.0 0.00
Cl 1.3496 -3.6244 -5.6999 0.0 0.1 0.1 0.09
C 1.2807 -2.5169 -4.4280 0.0 -0.1 -0.3 0.26
C 0.9764 -2.9731 -3.1175 -0.1 0.0 0.3 -0.03
Cl 0.6175 -4.6186 -2.8426 0.0 0.1 -0.1 0.00
C 0.9688 -2.0781 -2.0825 -0.1 -0.3 -0.1 0.12
Cl 0.5686 -2.5870 -0.4893 0.0 -0.3 -0.1 0.07
C 1.2801 -0.6846 -2.2605 0.0 0.1 0.1 0.13
O 1.3531 0.1227 -1.3104 0.1 -0.2 -0.1 0.34
C 1.4953 -0.2503 -3.6209 0.1 0.2 -0.4 0.18
Cl 1.7373 1.4116 -3.8696 0.0 -0.1 0.1 0.04
C 1.5118 -1.1447 -4.6698 0.0 0.2 0.0 -0.08
Cl 1.8043 -0.6028 -6.2618 0.0 0.0 0.1 -0.01
C 0.8733 5.1053 -2.8623 0.1 0.1 0.0 0.00
O 0.0271 3.9973 -2.5668 0.0 -0.1 -0.2 0.00
C -0.5893 3.9568 -1.3634 -0.2 -0.2 0.2 0.00
C -0.4015 4.8743 -0.3386 0.2 0.1 -0.1 0.00
C -1.1242 4.7549 0.8383 -0.2 -0.1 0.0 0.00
C -2.0402 3.7246 1.0008 0.0 0.3 0.0 0.00
C -2.2343 2.8052 -0.0137 -0.2 0.1 -0.2 -0.01
C -1.5099 2.9064 -1.1949 0.1 0.5 0.3 0.00
N -1.7226 2.1046 -2.3341 0.0 -0.1 -0.2 0.01
C -2.3752 0.9783 -2.5150 0.0 -0.1 0.1 0.00
C -2.7686 -0.0004 -1.5781 0.3 0.1 0.5 0.00
C -3.8080 -0.8976 -1.9347 -0.2 -0.1 -0.1 0.00
C -4.2168 -1.8903 -1.0938 0.0 0.0 -0.1 0.01
C -3.5687 -2.0552 0.1488 0.0 0.1 -0.1 0.00
C -2.5300 -1.2444 0.5136 0.2 0.1 0.0 0.03
C -2.0707 -0.1920 -0.3304 -0.6 -0.4 -0.2 0.01
O -1.0774 0.5553 -0.0194 0.8 -0.4 0.1 0.17
H 1.2040 4.9627 -3.8866 0.0 0.0 0.0 0.00
H 1.7388 5.1251 -2.1978 0.0 0.0 0.0 0.00
H 0.3309 6.0485 -2.7862 0.0 0.0 0.0 0.00
H 0.2893 5.6954 -0.4712 0.0 0.0 0.0 0.00
H -0.9898 5.4895 1.6207 0.0 0.0 0.0 0.00
H -2.6196 3.6526 1.9107 0.0 0.0 0.0 0.00
H -2.9841 2.0352 0.0951 0.0 0.1 0.0 0.00
H -1.3690 2.5594 -3.1701 -0.1 0.0 0.0 0.00
H -2.6245 0.7749 -3.5530 0.0 0.1 0.0 0.00
H -4.3191 -0.7522 -2.8800 0.0 0.0 0.0 0.00
H -5.0416 -2.5325 -1.3675 0.0 0.0 0.0 0.00
H -3.9092 -2.8359 0.8176 0.0 0.0 0.0 0.00
H -2.0219 -1.3543 1.4659 -0.1 0.0 0.0 0.00
N 2.3496 -2.0096 2.2108 0.9 -1.9 0.2 0.31
C 1.9972 -3.3075 2.4103 0.2 0.9 -0.3 0.19
C 0.7258 -3.5863 2.9799 -0.4 -0.1 0.3 0.12
C 0.3420 -4.8850 3.1748 0.0 0.1 0.0 -0.03
C 1.2086 -5.9350 2.8289 0.0 0.0 0.0 0.26
C 2.4711 -5.6670 2.2746 0.2 0.2 -0.1 -0.02
C 2.8609 -4.3743 2.0495 0.1 -0.5 -0.2 0.15
H 3.3160 -1.9067 1.9105 -0.1 0.0 -0.2 -0.01
H 2.1390 -1.3814 3.0593 -0.5 0.7 0.2 -0.01
H 0.0805 -2.7603 3.2587 0.1 0.0 0.0 0.01
H -0.6253 -5.1062 3.6041 0.0 0.0 0.0 0.00
H 0.9063 -6.9605 2.9948 0.0 0.0 0.0 0.01
H 3.1418 -6.4805 2.0351 0.0 0.0 0.0 0.00
H 3.8352 -4.1620 1.6259 0.0 0.1 0.0 0.00
```
Forces are in eV/Å.

Its total energy is -4065.786935 hartree. Its HOMO energy (alpha / beta) is -0.47055 / -0.47293 hartree. The value obtained for the largest force on an atom is 0.042 Eh/bohr. Its net charge is +2. The expectation value of S² is 8.819. The energy relative to the best compared isomer or geometry (same formula, charge and spin) comes out at 0.000 eV. As for the spin multiplicity: 6.


DFT (wB97M-V/def2-TZVPD) results for a structure of composition C29H26CoN8OS.

Structure (XYZ):
```
66
Properties=species:S:1:pos:R:3:forces:R:3:mulliken_spin:R:1
Co -0.2703 1.6858 0.4463 0.0 -0.4 0.4 1.01
C -3.4718 4.0904 1.8222 0.0 0.0 0.0 0.00
C -2.4153 3.1799 1.8321 0.0 -0.1 0.0 -0.01
N -1.7497 2.9114 0.7156 -0.3 0.0 -0.3 -0.01
C -2.1219 3.5475 -0.4249 0.0 0.0 0.1 -0.06
C -3.1883 4.4257 -0.4071 0.0 0.0 0.1 0.00
N -3.8567 4.6937 0.7129 0.0 0.1 -0.1 0.00
C -1.2855 3.2260 -1.5994 0.1 -0.1 0.0 0.04
C -1.3949 3.6936 -2.8925 0.0 0.0 0.0 -0.01
C -0.4737 3.2558 -3.8512 0.0 0.0 0.0 0.01
C 0.5355 2.3616 -3.4744 0.0 0.0 0.0 -0.01
C 0.5931 1.9354 -2.1631 -0.1 0.1 0.0 0.02
N -0.3074 2.3722 -1.2796 0.0 0.3 0.0 0.08
C 1.5873 1.0594 -1.5187 0.2 -0.1 0.1 -0.04
C 2.6660 0.4655 -2.1504 0.0 0.0 0.0 0.00
N 3.5686 -0.2456 -1.4816 0.0 0.0 -0.1 0.00
C 3.4109 -0.3646 -0.1758 0.0 0.0 0.0 0.00
C 2.3210 0.1996 0.4820 -0.1 0.0 0.1 -0.01
N 1.4034 0.8913 -0.1837 0.1 -0.2 -0.3 -0.01
C -0.5599 3.7372 -5.2440 0.0 0.0 0.0 -0.01
C -0.8804 5.0612 -5.5212 0.0 0.1 0.0 0.00
C -0.9406 5.4657 -6.8489 0.0 -0.1 0.1 0.00
N -0.7218 4.6400 -7.8661 0.0 0.0 -0.1 0.00
C -0.4234 3.3731 -7.6019 0.0 0.1 0.2 0.00
C -0.3219 2.8754 -6.3088 0.0 -0.1 -0.1 0.00
H -4.0102 4.3172 2.7338 0.0 0.0 0.0 0.00
H -2.1169 2.6573 2.7300 0.0 0.0 0.0 0.00
H -3.5154 4.9318 -1.3073 0.0 0.0 0.0 0.00
H -2.1875 4.3724 -3.1767 0.0 0.0 0.0 0.00
H 1.2701 2.0412 -4.2007 0.0 0.0 0.0 0.00
H 2.8152 0.5663 -3.2189 0.0 0.0 0.0 0.00
H 4.1575 -0.9258 0.3732 0.0 0.0 0.0 0.00
H 2.1818 0.0887 1.5495 0.0 0.0 0.0 0.00
H -1.0465 5.7848 -4.7310 0.0 0.0 0.0 0.00
H -1.1713 6.4943 -7.0993 0.0 0.0 0.0 0.00
H -0.2602 2.7243 -8.4540 0.0 0.0 0.0 0.00
H -0.0960 1.8266 -6.1528 0.0 0.1 0.0 0.00
C 0.3922 -2.4297 5.8594 0.0 0.0 0.0 0.00
C 1.0770 -3.1453 4.6980 -0.1 0.0 0.0 0.00
C 1.4755 -2.2022 3.5721 0.0 0.0 0.0 0.00
N 0.3291 -1.4343 3.0449 0.0 0.0 -0.1 0.00
C -0.1404 -1.3015 1.8197 0.0 -0.1 0.1 -0.01
S -1.3039 -0.0339 1.5137 0.0 0.3 0.2 0.02
N 0.2010 -2.0787 0.7935 0.1 -0.1 0.0 0.00
C 1.0137 -3.3022 0.7390 0.0 0.0 0.1 0.00
O 1.9842 -3.2690 0.0386 0.0 0.0 -0.1 0.00
C 0.5188 -4.4451 1.5146 0.0 -0.1 0.0 0.00
C 1.4063 -5.4966 1.7589 0.0 0.0 0.0 0.00
C 0.9820 -6.5965 2.4809 0.0 0.0 0.0 0.00
C -0.3289 -6.6609 2.9414 0.0 0.0 0.0 0.00
C -1.2194 -5.6257 2.6833 0.0 0.0 0.0 0.00
C -0.7978 -4.5126 1.9765 0.0 0.0 0.0 0.00
H 0.3023 -3.0947 6.7174 0.0 0.0 0.0 0.00
H -0.6226 -2.1097 5.6032 0.1 0.0 0.0 0.00
H 0.9627 -1.5543 6.1857 0.0 -0.1 0.0 0.00
H 0.4334 -3.9300 4.2954 0.0 0.0 0.0 0.00
H 1.9903 -3.6333 5.0423 0.0 0.0 0.0 0.00
H 1.9535 -2.7432 2.7625 0.0 0.0 0.0 0.00
H 2.1917 -1.4631 3.9447 0.0 0.0 0.0 0.00
H -0.1238 -0.8344 3.7190 0.0 0.1 0.0 0.00
H -0.0798 -1.7343 -0.1126 0.0 0.0 0.0 0.00
H 2.4184 -5.4358 1.3783 0.0 0.0 0.0 0.00
H 1.6666 -7.4116 2.6784 0.0 0.0 0.0 0.00
H -0.6605 -7.5286 3.4976 0.0 0.0 0.0 0.00
H -2.2436 -5.6923 3.0274 0.0 0.0 0.0 0.00
H -1.5011 -3.7168 1.7623 0.0 0.0 0.0 0.00
```
Forces are in eV/Å.

Its total energy is -3414.504052 hartree. Its HOMO energy (alpha / beta) is -0.51914 / -0.51914 hartree. The value obtained for the largest force on an atom is 0.012 Eh/bohr. Its net charge is +2. The expectation value of S² is 0.771. The energy relative to the best compared isomer or geometry (same formula, charge and spin) comes out at 0.063 eV. As for the spin multiplicity: 2.


DFT (wB97M-V/def2-TZVPD) results for a structure of composition C29H26F6MgN3O6S2Sb in a non-equilibrium geometry.

Structure (XYZ):
```
74
Properties=species:S:1:pos:R:3:forces:R:3:lowdin_charge:R:1
Mg -1.3365 0.1802 -1.9863 0.4 -0.8 0.3 0.47
O -2.0361 -1.4835 -1.2265 -0.2 -0.1 0.1 -0.17
N -1.3750 -2.5353 -1.5274 0.3 0.1 -0.2 0.04
N -0.4580 -2.3270 -2.3924 0.0 -0.3 0.2 -0.20
O -0.2446 -1.1470 -2.9359 0.0 -0.4 0.3 -0.14
C 0.4565 -3.4049 -2.6925 -0.3 0.4 0.1 -0.17
C 1.3487 -3.2174 -3.7273 0.2 -0.1 -0.1 -0.01
C 2.2837 -4.2116 -3.9874 0.0 0.0 0.0 -0.07
C 2.3189 -5.3618 -3.2137 0.0 0.0 0.0 -0.09
C 1.3979 -5.5303 -2.1853 0.0 0.0 0.0 -0.07
C 0.4578 -4.5511 -1.9123 0.0 -0.1 0.0 -0.02
H 1.3110 -2.3045 -4.3035 0.0 0.0 0.0 0.12
H 2.9883 -4.0784 -4.7981 0.0 0.0 0.0 0.11
H 3.0639 -6.1229 -3.4054 0.0 0.0 0.0 0.10
H 1.4167 -6.4279 -1.5807 0.0 0.0 0.0 0.10
H -0.2544 -4.6620 -1.1077 0.0 0.0 0.0 0.11
F -0.1180 5.3854 -2.5519 0.0 0.0 0.1 0.16
C -0.2752 4.2059 -1.9684 0.0 0.1 0.0 -0.68
F -1.3238 4.2546 -1.1581 -0.1 0.0 0.1 0.14
F 0.8053 3.9004 -1.2615 0.1 0.1 0.0 0.15
S -0.5044 2.9176 -3.2715 0.0 -0.9 0.3 0.69
O -0.1214 1.6589 -2.5776 -0.4 1.2 -0.8 -0.37
O 0.3006 3.3352 -4.3623 -0.2 -0.1 0.0 -0.21
N -2.0761 2.9692 -3.5672 0.1 -0.2 0.1 -0.26
S -2.9446 1.8060 -2.9614 0.4 0.0 0.3 0.67
O -2.7462 0.5190 -3.6317 -0.2 0.8 0.4 -0.26
O -2.7924 1.6359 -1.4952 -0.3 0.2 -1.1 -0.33
C -4.6613 2.3841 -3.2551 0.0 0.0 0.0 -0.69
F -4.8428 3.5459 -2.6540 0.0 0.1 0.0 0.18
F -4.8702 2.4923 -4.5530 -0.1 0.1 0.0 0.18
F -5.4678 1.4756 -2.7330 -0.1 0.0 0.0 0.18
C -1.7280 3.5322 2.0497 0.0 0.0 0.0 -0.07
C -1.0514 2.7173 3.1248 0.0 0.0 0.0 -0.31
C -1.1556 3.1191 4.4572 0.0 0.0 -0.1 -0.05
C -0.5248 2.4143 5.4684 0.0 -0.1 0.0 -0.08
C 0.2256 1.2852 5.1625 0.0 0.0 0.0 -0.08
C 0.3379 0.8701 3.8437 -0.1 0.1 0.0 -0.11
C -0.2959 1.5789 2.8241 0.0 0.5 0.0 -0.34
Sb -0.0424 0.9167 0.8035 0.1 -0.7 0.4 1.63
C 2.0960 0.9861 0.8017 0.1 0.2 0.1 -0.32
C 2.7099 1.9267 1.6309 0.1 -0.1 0.0 -0.13
C 4.0918 2.0540 1.6715 0.0 0.0 0.0 -0.09
C 4.8754 1.2227 0.8865 0.0 0.0 0.0 -0.08
C 4.2703 0.3072 0.0378 0.0 0.0 0.0 -0.05
C 2.8838 0.1928 -0.0439 0.0 0.0 -0.1 -0.30
C 2.2773 -0.7290 -1.0751 0.0 0.1 0.0 -0.06
C -0.3220 -1.1116 1.4777 0.2 -0.1 -0.1 -0.33
C 0.7312 -2.0159 1.5788 -0.1 -0.1 0.1 -0.13
C 0.5056 -3.3432 1.9298 0.0 0.1 0.0 -0.09
C -0.7880 -3.7673 2.1889 0.0 0.1 0.0 -0.08
C -1.8360 -2.8569 2.1342 0.0 -0.1 0.0 -0.05
C -1.6235 -1.5281 1.7878 0.0 0.1 0.0 -0.31
C -2.7786 -0.5600 1.7800 0.0 0.0 0.0 -0.06
H -2.4842 4.1909 2.4757 0.0 0.0 0.0 0.08
H -2.2139 2.8994 1.3037 0.0 0.0 0.0 0.05
H -1.0063 4.1592 1.5195 0.0 0.0 0.0 0.08
H -1.7398 4.0002 4.6977 0.0 0.0 0.0 0.11
H -0.6197 2.7441 6.4954 0.0 0.0 0.0 0.10
H 0.7220 0.7277 5.9465 0.0 0.0 0.0 0.10
H 0.9274 -0.0094 3.6146 0.0 0.0 0.0 0.10
H 2.1118 2.5653 2.2710 0.0 0.0 0.0 0.09
H 4.5476 2.7911 2.3201 0.0 0.0 0.0 0.10
H 5.9552 1.2915 0.9266 0.0 0.0 0.0 0.10
H 4.8825 -0.3329 -0.5872 0.0 0.0 0.0 0.11
H 3.0260 -1.3942 -1.5062 0.0 0.0 0.0 0.09
H 1.8393 -0.1556 -1.8954 0.0 0.0 0.0 0.08
H 1.4839 -1.3542 -0.6607 0.0 0.0 0.0 0.04
H 1.7477 -1.6891 1.3932 0.0 0.0 0.0 0.09
H 1.3368 -4.0341 1.9984 0.0 0.0 0.0 0.10
H -0.9838 -4.8006 2.4469 0.0 0.0 0.0 0.10
H -2.8438 -3.1843 2.3638 0.0 0.0 0.0 0.11
H -3.6809 -1.0264 2.1748 0.0 0.0 0.0 0.08
H -3.0058 -0.2160 0.7671 0.0 0.0 0.0 0.06
H -2.5612 0.3153 2.3982 0.0 0.0 0.0 0.07
```
Forces are in eV/Å.

Its total energy is -3572.301752 hartree. Its HOMO energy is -0.31692 hartree. The value obtained for the largest force on an atom is 0.030 Eh/bohr. Its net charge is 0. The energy relative to the best compared isomer or geometry (same formula, charge and spin) comes out at 0.312 eV. As for the spin multiplicity: 1.


DFT (wB97M-V/def2-TZVPD) results for the ion C29H26NO3S with charge +1 in a non-equilibrium geometry.

Structure (XYZ):
```
60
Properties=species:S:1:pos:R:3:forces:R:3:lowdin_charge:R:1
C 2.6128 0.8611 -1.6814 1.0 0.9 0.3 -0.27
S 1.3694 -0.0409 -2.5302 0.4 0.4 0.7 1.14
C 2.4071 -1.4847 -3.0357 0.2 -0.7 -0.3 -0.20
C 0.2391 -0.4428 -1.0771 0.1 -6.3 -0.1 -0.26
C -1.0500 -0.7266 -1.8237 -2.1 1.3 -1.7 -0.25
C -1.8130 -1.9248 -1.8274 1.8 0.3 1.1 -0.01
C -3.1121 -1.9620 -2.2752 -1.3 0.5 -0.7 0.03
C -3.7104 -0.7858 -2.7754 2.4 -0.2 1.0 -0.14
N -5.1136 -0.7512 -2.9929 -3.8 0.1 -0.6 -0.32
O -5.6428 0.3454 -3.2719 1.2 -1.7 0.4 0.07
O -5.7818 -1.7989 -2.8695 1.6 1.7 -0.2 0.08
C -2.9454 0.3917 -2.9299 -1.7 -0.6 -0.6 0.02
C -1.6246 0.3774 -2.5702 1.0 -0.5 1.4 -0.04
H 2.0805 1.7036 -1.2192 0.4 -0.2 -0.1 0.05
H 3.0811 0.2266 -0.9138 -0.2 0.3 -0.2 0.07
H 3.3693 1.2319 -2.3992 -0.5 -0.2 0.3 0.09
H 2.1780 -1.7540 -4.0895 -0.3 0.3 0.8 0.07
H 3.4822 -1.1913 -3.0289 -0.9 0.1 0.3 0.08
H 2.2758 -2.3797 -2.3983 -0.1 0.6 -0.2 0.08
H 0.6891 -1.5340 -0.8928 -0.9 2.0 -0.2 0.13
H -1.3696 -2.8309 -1.3799 -0.3 0.5 -0.1 0.13
H -3.7228 -2.8688 -2.2054 0.4 0.4 0.0 0.13
H -3.4888 1.2696 -3.3272 0.7 -0.5 0.2 0.14
H -1.0366 1.2830 -2.7507 -0.2 -0.2 0.3 0.11
C 6.0131 0.8293 3.1531 -0.1 -0.3 -0.1 -0.06
O 5.3099 -0.3039 2.6152 -0.6 0.4 -0.2 -0.08
C 4.0358 -0.1281 2.1714 -0.3 0.0 -0.2 -0.26
C 3.3607 -1.2990 1.7351 0.2 0.6 0.3 0.02
C 2.0485 -1.2149 1.3027 0.2 1.1 -0.5 -0.06
C 1.3634 0.0233 1.1666 1.9 0.1 1.3 -0.18
C 0.0230 0.0135 0.5075 1.1 1.7 -0.2 -0.23
C -0.6734 1.3401 0.3910 -2.2 0.5 0.6 -0.12
C -2.0813 1.1480 0.6413 1.3 1.1 -1.0 -0.12
C -3.0006 2.1557 0.3953 0.4 0.1 0.1 0.00
C -2.5333 3.4066 -0.0184 1.1 -0.4 -0.1 -0.05
C -1.1529 3.6182 -0.1714 -0.5 -0.5 0.2 -0.05
C -0.2166 2.5968 0.0582 -0.3 -0.2 -0.7 -0.04
C -2.2685 -0.1659 1.2019 -0.4 -1.3 0.6 -0.11
C -0.9930 -0.8028 1.2987 -1.5 -1.0 0.3 -0.07
C -0.8820 -1.9108 2.1712 -0.8 0.4 -1.1 0.02
C -2.0646 -2.4407 2.7359 0.8 -0.4 0.0 -0.07
C -3.3092 -1.8936 2.5181 -0.8 1.2 -0.7 -0.06
C -3.4508 -0.7134 1.7517 2.3 -0.6 0.1 0.03
C 2.0301 1.1629 1.7018 -0.3 -0.9 -0.7 -0.01
C 3.3506 1.1103 2.1365 0.8 -0.7 0.3 0.00
H 6.9506 0.3920 3.5042 -0.1 0.3 0.0 0.10
H 6.2067 1.5854 2.3768 0.0 -0.2 0.2 0.10
H 5.4637 1.2893 3.9886 0.1 -0.2 -0.2 0.10
H 3.8809 -2.2564 1.7470 -0.1 0.3 0.2 0.13
H 1.5396 -2.1171 1.0078 0.1 -0.2 -0.2 0.10
H -4.0555 1.9619 0.5323 -0.1 0.1 0.0 0.12
H -3.2086 4.2147 -0.2280 -0.2 0.2 0.0 0.11
H -0.7904 4.5698 -0.4993 0.1 0.5 0.0 0.10
H 0.8452 2.7599 -0.1009 -0.2 0.3 0.0 0.09
H 0.0583 -2.3970 2.3752 0.0 0.0 0.0 0.10
H -2.0131 -3.3520 3.3355 0.2 0.4 -0.1 0.11
H -4.2046 -2.3225 2.9626 0.3 -0.1 -0.1 0.11
H -4.3885 -0.2328 1.5857 -0.5 0.2 0.1 0.11
H 1.5577 2.1296 1.7721 -0.2 0.0 -0.2 0.11
H 3.8763 2.0295 2.4428 -0.5 -0.6 0.0 0.12
```
Forces are in eV/Å.

Its total energy is -1798.931067 hartree. Its HOMO energy is -0.39817 hartree. The value obtained for the largest force on an atom is 0.122 Eh/bohr. Its net charge is +1. As for the spin multiplicity: 1.